[1]
Here is a single C6H14O molecule from OMol25. Energies are from ωB97M-V with the def2-TZVPD basis set.

XYZ file:
```
21
Properties=species:S:1:pos:R:3:forces:R:3
C 2.329 -1.351 -0.678 0.119 -0.155 -0.153
O 1.653 -0.765 0.407 -0.052 -0.020 0.050
C 1.003 0.465 0.148 -0.126 0.184 -0.082
C -0.540 0.370 0.178 0.005 0.005 0.003
C -1.096 1.790 0.357 0.014 0.046 0.000
C -1.077 -0.232 -1.130 0.026 -0.030 -0.034
C -0.962 -0.507 1.357 0.017 -0.029 0.078
H 3.091 -0.683 -1.107 -0.147 -0.011 0.084
H 1.644 -1.664 -1.480 0.076 0.080 0.090
H 2.836 -2.237 -0.288 -0.076 0.097 -0.085
H 1.308 0.854 -0.833 0.056 0.075 0.099
H 1.339 1.175 0.921 -0.116 -0.163 -0.172
H -0.743 2.235 1.295 -0.064 -0.095 -0.140
H -2.192 1.778 0.383 0.166 -0.032 -0.015
H -0.792 2.454 -0.462 -0.012 -0.122 0.077
H -0.682 -1.240 -1.298 -0.051 0.140 0.067
H -0.808 0.387 -1.996 -0.001 -0.065 0.145
H -2.172 -0.305 -1.106 0.195 0.011 0.046
H -0.526 -1.503 1.253 -0.122 0.072 0.044
H -2.054 -0.598 1.411 0.175 0.051 -0.017
H -0.598 -0.087 2.302 -0.081 -0.038 -0.083
```
Positions in Å, forces in eV/Å.

Its structure (SMILES) is COCC(C)(C)C. As for the spin multiplicity: 1. As for the net charge: 0. The HOMO energy is -0.3524 Ha. The energy relative to the best compared isomer or geometry (same formula, charge and spin) comes out at 67.2 kJ/mol. The value obtained for the total energy is -312.2294 a.u.

***

[2]
Here is a molecular structure, C17H9Br2F6N2O6PPd from OMol25. Energies are from ωB97M-V with the def2-TZVPD basis set.

XYZ file:
```
44
Properties=species:S:1:pos:R:3:forces:R:3
Pd -0.193 -0.883 -0.586 -0.058 -0.088 -0.014
O -0.240 2.506 -5.385 0.001 -0.003 -0.003
C -0.310 1.684 -4.341 -0.002 -0.006 0.025
C -0.138 0.295 -4.458 -0.001 0.027 -0.011
C -0.217 -0.459 -3.316 -0.002 -0.016 0.015
N -0.475 0.148 -2.164 0.017 0.005 -0.015
C -0.615 1.463 -1.994 0.000 0.010 0.025
C -0.562 2.278 -3.092 0.004 -0.008 -0.034
C -0.812 1.866 -0.538 -0.009 -0.013 0.020
O -1.141 2.971 -0.222 0.005 0.006 -0.009
O -0.641 0.856 0.311 0.019 0.006 -0.032
C -0.053 -1.967 -3.164 0.002 -0.012 0.003
O 0.052 -2.681 -4.119 0.000 0.007 -0.006
O -0.090 -2.377 -1.904 -0.012 0.020 -0.003
H -0.020 2.034 -6.198 0.000 0.002 -0.002
H 0.069 -0.190 -5.404 -0.001 -0.011 0.005
H -0.674 3.348 -2.994 -0.001 -0.001 0.012
C -3.637 -1.717 -1.461 0.007 -0.008 -0.005
C -3.485 -1.413 -0.013 0.012 0.002 -0.018
C -4.573 -1.152 0.832 -0.007 0.003 -0.008
C -4.364 -0.829 2.152 0.005 0.006 0.006
C -3.049 -0.792 2.645 -0.012 -0.005 -0.014
C -2.665 -0.439 3.984 -0.012 -0.001 0.006
Br -3.951 0.040 5.201 0.007 -0.004 -0.010
C -1.333 -0.412 4.437 0.022 0.008 0.017
C -0.306 -0.754 3.604 -0.003 -0.008 0.005
Br 1.440 -0.706 4.082 0.000 0.002 -0.006
C -0.610 -1.161 2.194 0.003 0.017 0.034
O 0.259 -1.566 1.459 0.003 -0.015 -0.041
C -2.033 -1.089 1.740 -0.008 -0.004 -0.003
N -2.235 -1.375 0.469 0.025 0.017 0.039
H -4.666 -1.948 -1.720 -0.001 0.001 0.001
H -2.983 -2.545 -1.739 0.004 0.003 0.003
H -3.321 -0.845 -2.042 -0.010 0.007 0.002
H -5.575 -1.193 0.430 0.000 0.000 0.000
H -5.202 -0.610 2.800 0.000 0.000 0.001
H -1.130 -0.105 5.454 -0.001 0.000 0.000
F 1.945 -0.727 -0.936 -0.014 0.035 0.002
P 2.990 0.532 -0.289 0.046 -0.017 -0.075
F 1.901 1.582 -0.880 0.003 0.004 0.011
F 2.090 0.431 1.062 -0.027 0.033 0.043
F 3.726 0.519 -1.694 0.012 -0.006 0.019
F 3.884 1.682 0.308 -0.012 0.009 0.017
F 3.917 -0.635 0.258 -0.003 -0.002 0.001
```
Positions in Å, forces in eV/Å.

As for the spin multiplicity: 2. As for the net charge: +1. The HOMO energy (spin up / spin down) is -0.4769 / -0.4777 Ha. The energy relative to the best compared isomer or geometry (same formula, charge and spin) comes out at 0.0 kJ/mol. The value obtained for the total energy is -7430.5362 a.u.

***

[3]
Here is 3 unconnected molecules or ions with the total composition C20H41N2O5P2S in a non-equilibrium geometry from OMol25. Energies are from ωB97M-V with the def2-TZVPD basis set.

XYZ file:
```
71
Properties=species:S:1:pos:R:3:forces:R:3
C -3.711 1.370 -0.049 0.913 -0.532 -1.004
C -3.849 1.044 -1.225 1.197 0.453 -0.198
S -3.633 0.502 -2.960 -1.194 0.649 2.699
P -2.957 -1.525 -2.844 0.895 -0.578 -2.259
P -1.714 -1.833 -1.079 0.511 -1.730 5.542
O -2.620 -2.283 0.036 0.867 0.939 -2.544
O -0.783 -0.517 -0.638 -1.462 -1.621 -1.691
O -0.653 -3.104 -1.343 -0.462 3.895 -0.581
H -3.339 1.581 1.002 -1.154 -0.250 -1.455
H -2.599 1.275 -3.495 -0.248 -0.806 0.902
H -4.166 -2.300 -2.691 0.411 0.997 0.634
H -1.309 0.310 -0.591 0.261 -0.571 0.084
H 0.216 -2.648 -1.503 -0.380 -0.805 -0.128
C 4.371 0.811 -3.785 -0.055 0.232 -0.277
C 3.307 -0.198 -3.291 2.215 0.620 0.406
C 3.541 -1.546 -3.997 -0.424 -0.133 -0.264
C 3.144 -1.512 -5.470 0.028 0.048 0.042
C 1.702 -1.041 -5.634 0.165 -0.401 0.252
C 1.389 0.282 -4.909 -0.285 1.394 -1.657
N 1.922 0.324 -3.512 -1.728 -3.543 0.852
O 1.093 -0.400 -2.746 0.772 1.442 -0.627
C 1.953 1.479 -5.708 0.264 0.082 -0.120
C -0.141 0.508 -4.968 -0.126 -0.302 0.679
C 3.629 -0.338 -1.786 -0.736 -0.154 0.133
H 5.360 0.542 -3.405 -0.213 -0.111 0.122
H 4.487 0.842 -4.865 -0.116 0.041 -0.003
H 4.152 1.822 -3.430 -0.039 -0.091 -0.049
H 2.973 -2.339 -3.496 -0.072 0.150 0.066
H 4.594 -1.834 -3.916 -0.059 0.231 0.164
H 3.820 -0.867 -6.039 -0.006 -0.001 0.050
H 3.251 -2.512 -5.898 -0.022 0.092 -0.004
H 1.478 -0.944 -6.701 -0.101 0.222 0.143
H 1.043 -1.833 -5.257 -0.033 0.143 0.125
H 1.840 2.411 -5.148 0.052 -0.115 0.028
H 1.416 1.604 -6.652 -0.086 -0.147 0.140
H 2.998 1.371 -5.987 0.001 -0.016 0.129
H -0.706 -0.326 -4.541 0.186 -0.006 0.078
H -0.476 0.607 -6.003 0.297 0.011 0.027
H -0.425 1.425 -4.439 0.136 0.044 0.011
H 3.467 0.609 -1.264 -0.029 -0.073 -0.073
H 4.672 -0.623 -1.636 -0.067 0.084 -0.301
H 3.028 -1.106 -1.293 -0.080 0.143 -0.118
C 0.273 1.311 5.812 0.199 -0.267 -0.144
C -1.232 1.532 5.529 1.623 0.804 1.299
C -2.049 0.776 6.593 -0.317 -0.338 -0.199
C -2.008 -0.738 6.394 0.044 0.058 -0.014
C -2.448 -1.112 4.982 -0.247 0.250 0.383
C -1.701 -0.352 3.870 1.148 -1.547 -0.915
N -1.589 1.115 4.138 -3.866 0.302 0.649
O -2.778 1.668 3.842 1.892 -0.241 -0.319
C -0.287 -0.945 3.672 0.248 -0.073 0.215
C -2.404 -0.655 2.531 -0.434 0.629 0.314
C -1.406 3.055 5.728 -0.605 0.005 -0.474
H 0.573 1.836 6.722 -0.232 0.079 -0.110
H 0.546 0.273 5.986 -0.035 -0.023 -0.121
H 0.890 1.700 4.996 -0.086 -0.062 0.021
H -3.094 1.107 6.572 0.080 0.064 -0.175
H -1.677 1.017 7.593 0.129 0.165 -0.193
H -1.006 -1.128 6.594 -0.003 0.048 -0.006
H -2.669 -1.217 7.121 0.057 0.007 -0.064
H -2.325 -2.191 4.844 0.095 0.138 -0.230
H -3.525 -0.919 4.902 0.091 0.134 -0.137
H 0.295 -0.343 2.969 -0.065 0.036 0.096
H -0.345 -1.956 3.259 -0.210 0.112 -0.008
H 0.284 -1.046 4.592 -0.010 0.124 -0.001
H -3.466 -0.397 2.548 0.110 0.103 0.079
H -2.352 -1.718 2.296 0.184 0.145 0.189
H -1.930 -0.114 1.707 0.094 -0.048 0.114
H -0.834 3.613 4.980 -0.054 -0.085 0.025
H -1.048 3.362 6.713 0.088 -0.298 -0.071
H -2.449 3.374 5.668 0.088 -0.145 -0.156
```
Positions in Å, forces in eV/Å.

As for the spin multiplicity: 3. As for the net charge: +1. The HOMO energy (spin up / spin down) is -0.3983 / -0.4243 Ha. The value obtained for the total energy is -2352.7843 a.u.

***

[4]
Here is 2 unconnected molecules or ions with the total composition C4H9N2 in a non-equilibrium geometry from OMol25. Energies are from ωB97M-V with the def2-TZVPD basis set.

XYZ file:
```
15
Properties=species:S:1:pos:R:3:forces:R:3
C -1.805 -0.960 -2.286 -1.766 -1.308 -0.640
C -0.275 -1.338 0.594 -1.142 -0.334 1.274
C 1.660 1.167 1.474 1.140 1.631 -4.523
C 0.649 1.051 0.268 -2.234 1.419 3.794
N -1.296 0.094 -2.050 1.707 1.767 0.933
N -0.070 -0.192 0.141 -0.241 -1.110 0.549
H -2.394 -1.306 -3.116 -0.005 0.702 -1.704
H -2.081 -1.741 -1.633 0.505 -1.249 2.120
H -1.175 -1.877 0.161 1.105 0.277 0.077
H 0.111 -1.901 1.572 -0.124 1.594 -2.037
H 2.507 0.569 1.231 0.495 -1.093 0.796
H 2.102 2.193 1.414 -0.596 -0.517 -0.259
H 1.179 1.167 2.362 -1.228 -0.913 2.942
H 1.023 1.191 -0.674 1.294 0.850 -2.220
H -0.137 1.884 0.541 1.091 -1.716 -1.103
```
Positions in Å, forces in eV/Å.

As for the spin multiplicity: 1. As for the net charge: +1. The HOMO energy (spin up / spin down) is -0.5233 / -0.5679 Ha. The energy relative to the best compared isomer or geometry (same formula, charge and spin) comes out at 647.5 kJ/mol. The value obtained for the total energy is -266.8527 a.u.

***

[5]
Here is a single CH5OP molecule in a non-equilibrium geometry from OMol25. Energies are from ωB97M-V with the def2-TZVPD basis set.

XYZ file:
```
8
Properties=species:S:1:pos:R:3:forces:R:3
C 0.698 0.219 -0.246 -1.329 -0.689 -1.796
O -1.710 1.692 0.081 -0.381 1.330 0.369
P -1.124 0.375 0.286 1.108 -2.938 -1.308
H 0.983 1.041 0.376 1.219 0.523 0.070
H 1.089 -0.736 0.087 0.049 -0.042 0.578
H 1.058 0.260 -1.365 -1.276 0.575 2.169
H -1.939 -0.654 -0.385 0.883 0.580 0.635
H -0.963 -0.212 1.614 -0.274 0.661 -0.717
```
Positions in Å, forces in eV/Å.

Its structure (SMILES) is C[PH2]=O. As for the spin multiplicity: 1. As for the net charge: 0. The HOMO energy is -0.3845 Ha. The energy relative to the best compared isomer or geometry (same formula, charge and spin) comes out at 24.2 kJ/mol. The value obtained for the total energy is -457.6720 a.u.

***

[6]
Here is 2 unconnected molecules or ions with the total composition C2H4N2S3 in a non-equilibrium geometry from OMol25. Energies are from ωB97M-V with the def2-TZVPD basis set.

XYZ file:
```
11
Properties=species:S:1:pos:R:3:forces:R:3
C 1.947 -0.468 -0.995 -0.171 -0.753 -0.513
C 1.436 0.225 0.085 2.016 -0.546 -1.729
N 1.747 -0.318 1.287 0.034 -0.480 -0.138
N 2.397 -1.407 1.152 -0.129 -1.073 1.901
S 2.661 -1.881 -0.367 -0.020 0.765 -0.762
S 1.064 1.878 0.034 -0.700 1.438 -0.640
S -2.068 -0.116 -0.405 -0.073 1.880 0.821
H -2.392 1.269 -0.198 0.397 -2.029 -0.447
H 2.005 -0.274 -2.078 -0.433 0.172 0.894
H 0.548 1.746 1.226 -0.525 0.534 1.017
H -2.853 -0.257 -1.456 -0.396 0.092 -0.405
```
Positions in Å, forces in eV/Å.

Its structure (SMILES) is Sc1csnn1.S. As for the spin multiplicity: 1. As for the net charge: 0. The HOMO energy is -0.3248 Ha. The energy relative to the best compared isomer or geometry (same formula, charge and spin) comes out at 150.0 kJ/mol. The value obtained for the total energy is -1382.6150 a.u.